{"formula": "C4H11Cl2F2N2O3P2", "method": "the ωB97M-V functional and the def2-TZVPD basis", "symbols": ["Cl", "Cl", "P", "P", "F", "F", "O", "O", "O", "N", "N", "C", "C", "C", "C", "H", "H", "H", "H", "H", "H", "H", "H", "H", "H", "H"], "coordinates": [[-3.679779, -0.263412, 3.249750], [-1.740493, 1.459849, 5.467037], [-0.305709, -1.111903, -2.832621], [0.358198, 0.415436, -1.365661], [-0.643058, 0.191572, -0.010379], [2.194529, 0.320806, 1.678848], [0.114024, -0.578383, -4.400088], [3.617377, 1.557494, 0.347955], [0.457788, -2.599923, -2.483838], [-1.907483, -1.246632, -2.785269], [0.101840, 2.009674, -2.016555], [-1.248860, 0.068435, 4.470857], [2.149147, -0.005306, -0.945154], [-1.934537, 0.062815, 3.118455], [2.705338, 0.700594, 0.392408], [2.841044, 0.151681, -1.851189], [-0.441839, 0.200957, -4.655415], [-1.461942, -0.842905, 5.033045], [-1.805931, 1.014745, 2.598962], [-1.511908, -0.726636, 2.492526], [1.440265, -2.494729, -2.400906], [2.180051, -1.147891, -0.725689], [-0.167243, 0.141333, 4.338013], [0.657951, 2.199083, -2.864709], [-2.147165, -2.234874, -2.541152], [0.178395, 2.758119, -1.309231]], "forces_ev_per_angstrom": [[0.05, 0.05, -0.04], [-0.01, -0.05, -0.06], [-4.16, -3.20, -3.23], [-0.93, 1.37, 1.48], [3.05, 0.88, -3.71], [0.61, 0.38, -3.70], [0.32, 0.12, 3.26], [-4.71, -4.27, 0.10], [0.52, 3.87, -0.52], [3.50, -0.30, 0.71], [0.52, -2.29, 1.58], [0.11, -0.08, -0.04], [-0.04, -1.29, 2.08], [0.13, -0.05, -0.01], [3.89, 3.47, 0.83], [-1.13, 0.35, 1.44], [0.21, -0.90, 0.22], [-0.08, 0.15, -0.10], [-0.07, -0.04, 0.18], [-0.01, -0.01, 0.14], [-0.87, -0.52, -0.31], [-0.29, 1.80, -0.24], [-0.10, 0.02, -0.05], [-0.31, -0.14, 0.55], [-0.09, 1.04, -0.03], [-0.09, -0.36, -0.51]], "homo_ha": -0.4669, "de_lowest_ev": 2.524, "charge": 1, "orbital_gap_ev": 7.08}